1.
Entry from OMol25: C3H4S as an isolated structure (ωB97M-V with the def2-TZVPD basis set).

## Properties
HOMO energy (alpha / beta) = -7.0 / -9.6 eV
Spin multiplicity = 3
Energy above the lowest of the compared OMol25 structures with the same formula, charge and spin = 0.568 eV
Calculated total energy = -514.703606 a.u.
Frontier orbital gap (alpha / beta) = 7.942 / 8.519 eV
Total charge = 0

XYZ file:
```
8
Properties=species:S:1:pos:R:3:lowdin_charge:R:1
C 0.39 0.65 0.09 -0.36
C -1.03 1.22 0.10 -0.24
C 0.01 -0.85 -0.02 -0.49
S -1.72 -0.44 -0.06 0.77
H 0.73 0.92 -0.90 0.07
H 1.03 1.13 0.84 0.09
H 0.35 -1.39 0.91 0.11
H 0.25 -1.23 -0.96 0.04
```



2.
Entry from OMol25: C18H15BClN3O5STl as an isolated structure (ωB97M-V with the def2-TZVPD basis set).

## Properties
HOMO energy = -17.1 eV
Spin multiplicity = 1
Calculated total energy = -2290.012088 a.u.
Frontier orbital gap = 2.526 eV
Total charge = +3

XYZ file:
```
45
Properties=species:S:1:pos:R:3:lowdin_charge:R:1
C -1.21 -0.12 4.12 -0.04
C -1.21 0.90 3.02 -0.17
O 0.05 0.76 2.27 -0.01
C 0.02 0.98 0.96 -0.14
C 0.40 -0.07 0.10 -0.09
C 0.83 -1.32 0.82 0.03
O 0.51 -2.59 0.07 0.06
C 1.42 -3.49 0.04 -0.17
C 2.16 -3.79 -1.17 0.09
C 3.13 -4.72 -1.16 0.03
C 3.41 -5.41 0.05 0.16
C 2.68 -5.16 1.24 0.04
C 1.72 -4.23 1.26 0.09
C 0.39 0.16 -1.27 -0.48
Cl 0.87 -1.00 -2.42 0.94
C 0.00 1.41 -1.76 -0.05
C -0.35 2.44 -0.91 0.00
C -0.35 2.27 0.46 -0.09
N -0.70 3.30 1.31 0.13
C 0.20 4.06 1.71 -0.72
S 1.23 5.06 2.19 1.00
C -0.65 3.65 -1.77 -0.36
O -0.53 4.79 -1.47 0.10
N -0.98 3.13 -3.07 0.22
B -2.38 2.76 -3.22 -0.67
N -3.38 3.31 -2.24 0.02
O -2.78 1.96 -4.24 0.23
C -0.11 1.94 -3.18 -0.30
O 0.43 1.55 -4.15 0.23
H -2.05 0.05 4.80 0.10
H -1.26 -1.13 3.74 0.08
H -0.30 -0.03 4.70 0.10
H -1.23 1.89 3.44 0.12
H -2.08 0.82 2.37 0.14
H 0.30 -1.36 1.75 0.13
H 1.89 -1.29 1.05 0.17
H 1.95 -3.26 -2.08 0.09
H 3.70 -4.95 -2.04 0.15
H 4.20 -6.15 0.06 0.16
H 2.92 -5.71 2.13 0.15
H 1.15 -4.01 2.15 0.16
H -4.29 3.21 -2.69 0.10
H -3.44 2.67 -1.44 0.10
H -2.93 1.04 -4.01 0.14
Tl -3.36 5.67 -1.50 1.07
```